{
  "formula": "C2H4O2",
  "method": "the ωB97M-V functional and the def2-TZVPD basis",
  "elements": ["O", "C", "O", "C", "H", "H", "H", "H"],
  "xyz": [[1.428865, -0.102713, 1.116767], [0.515682, -0.166705, 0.382983], [0.287924, -1.309634, -0.363577], [-0.624972, 0.686762, -0.124527], [0.817776, -2.067246, -0.031956], [-1.361915, 0.180912, -0.704106], [0.010502, 1.363947, -0.834013], [-1.073860, 1.414680, 0.558428]],
  "atomic_forces_ev_per_a": [[1.0, 1.2, 1.4], [-2.6, -2.5, -2.0], [0.5, -1.3, 0.4], [2.4, 3.5, -0.4], [0.0, 0.8, -0.2], [-0.2, -0.6, -0.1], [-1.4, -0.9, 0.8], [0.3, -0.4, 0.2]],
  "lumo_energy_ev": 0.77,
  "e_homo_ev": -10.78,
  "fmax_ev_per_a": 4.31,
  "de_lowest_kj_mol": 59.6,
  "smiles": "CC(=O)O"
}